(1)
This record from the Open Molecules 2025 dataset describes a structure of composition C32H29BF2IN4O5W. The level of theory is ωB97M-V/def2-TZVPD.

Summary:
F_max	0.7	eV/A
spin multiplicity	3
frontier orbital gap (spin up / spin down)	6.36 / 6.39	eV
charge	-1

XYZ file:
```
75
C32H29BF2IN4O5W ωB97M-V/def2-TZVPD
W -0.08 0.42 0.17
O 3.55 1.24 6.28
C 3.86 1.83 5.23
O 4.79 2.59 4.94
C 2.88 1.57 4.05
C 2.94 2.35 2.90
C 2.09 2.09 1.84
N 1.21 1.08 1.86
C 1.12 0.35 2.98
C 1.93 0.56 4.09
C 0.04 -0.68 2.95
O -0.18 -1.45 3.86
O -0.66 -0.60 1.85
H 3.67 3.15 2.86
H 2.12 2.69 0.95
H 1.81 -0.05 4.97
C 3.11 -1.18 0.89
N 2.75 -0.34 -0.25
C 3.82 0.61 -0.51
C 2.53 -1.15 -1.45
C 1.34 -2.05 -1.28
C 1.39 -3.35 -1.76
C 0.32 -4.22 -1.60
C -0.79 -3.79 -0.89
C -0.83 -2.50 -0.38
C 0.22 -1.58 -0.58
H 4.01 -1.76 0.69
H 2.29 -1.86 1.13
H 3.30 -0.54 1.76
H 4.76 0.08 -0.77
H 4.01 1.21 0.37
H 3.55 1.26 -1.34
H 3.42 -1.76 -1.68
H 2.39 -0.47 -2.29
H 2.29 -3.69 -2.27
H 0.37 -5.22 -1.99
H -1.62 -4.45 -0.73
H -1.69 -2.20 0.20
I -2.61 3.14 -1.77
C 0.89 1.90 -0.98
C 1.50 3.06 -1.43
C 1.56 3.24 -2.81
C 1.03 2.28 -3.67
C 0.40 1.17 -3.14
N 0.36 1.03 -1.82
H 1.89 3.80 -0.76
H 2.02 4.13 -3.21
H 1.07 2.42 -4.74
H -0.07 0.41 -3.75
F -1.89 -0.24 -2.68
B -2.64 -0.15 -1.58
F -3.83 -0.75 -1.73
C -3.17 1.80 1.70
C -1.84 2.32 2.18
O -0.90 2.47 1.10
H -3.83 1.70 2.57
H -2.74 -0.29 1.69
H -3.62 2.54 1.04
H -1.37 1.65 2.90
H -1.97 3.29 2.66
H -1.37 2.90 0.34
N -9.69 -1.42 -0.07
C -8.60 -1.11 0.09
C -7.23 -0.72 0.30
C -6.75 0.47 -0.24
C -5.43 0.84 -0.04
C -4.57 0.03 0.69
C -5.06 -1.15 1.23
C -6.37 -1.54 1.03
C -3.13 0.43 0.97
C -2.16 0.39 -0.21
H -7.41 1.10 -0.82
H -5.06 1.76 -0.49
H -4.40 -1.79 1.80
H -6.75 -2.46 1.45
```



(2)
This record from the Open Molecules 2025 dataset describes a cluster of 2 separate species, C3H2NO3 in total in a non-equilibrium geometry. The level of theory is ωB97M-V/def2-TZVPD.

Summary:
F_max	5.0	eV/A
frontier orbital gap	5.65	eV
charge	-1

XYZ file:
```
9
C3H2NO3 ωB97M-V/def2-TZVPD
C -1.27 -0.61 0.21
C 1.93 -0.19 0.06
C -0.81 0.54 0.53
N -1.20 0.45 -0.89
O 1.57 0.15 -1.01
O -1.53 -1.80 0.45
O 2.48 -0.38 1.04
H -0.75 1.50 1.05
H -0.41 0.35 -1.43
```



(3)
This record from the Open Molecules 2025 dataset describes the molecule C12H14ClFN2O3S in a non-equilibrium geometry. The level of theory is ωB97M-V/def2-TZVPD.

Summary:
F_max	1.3	eV/A
SMILES	C=CCNC(=O)CN(c1ccc(F)c(Cl)c1)S(C)(=O)=O
frontier orbital gap	9.24	eV

XYZ file:
```
34
C12H14ClFN2O3S ωB97M-V/def2-TZVPD
C 3.46 -4.28 -1.91
C 2.63 -3.26 -1.78
C 1.65 -3.10 -0.66
N 1.78 -1.80 -0.03
C 0.77 -0.93 0.06
O -0.33 -1.12 -0.41
C 1.12 0.38 0.78
N -0.06 1.08 1.22
C -0.73 1.96 0.39
C -0.49 2.03 -0.98
C -1.16 2.95 -1.77
C -2.09 3.80 -1.19
C -2.35 3.73 0.17
C -1.68 2.83 0.96
H -1.86 2.78 2.02
H -3.08 4.41 0.60
F -2.75 4.70 -1.94
Cl -0.84 3.03 -3.46
H 0.20 1.36 -1.46
S -0.95 0.24 2.41
O -1.33 1.17 3.43
O -0.12 -0.86 2.80
C -2.44 -0.35 1.58
H -2.13 -0.86 0.68
H -2.92 -1.02 2.27
H -3.06 0.50 1.36
H 1.70 0.14 1.68
H 1.72 1.03 0.14
H 2.66 -1.60 0.43
H 1.79 -3.89 0.08
H 0.63 -3.14 -1.05
H 2.63 -2.45 -2.51
H 4.14 -4.36 -2.73
H 3.47 -5.09 -1.19
```



(4)
This record from the Open Molecules 2025 dataset describes a structure of composition C4H4N2O in a non-equilibrium geometry. The level of theory is ωB97M-V/def2-TZVPD.

Summary:
F_max	4.9	eV/A
frontier orbital gap	10.73	eV

XYZ file:
```
11
C4H4N2O ωB97M-V/def2-TZVPD
C 0.08 1.39 1.33
C -0.07 -0.76 -0.03
C 0.61 -0.34 -1.31
C -0.39 0.71 0.16
N 0.42 1.89 2.30
N -0.23 -1.85 0.53
O 0.21 1.02 -1.08
H 1.70 -0.46 -1.30
H 0.20 -0.75 -2.23
H -1.78 1.00 0.21
H -0.75 -1.84 1.41
```